Computed, not measured: an isolated ion of composition C5H11N2O and charge +1 at a distorted geometry, with ωB97M-V/def2-TZVPD.

Last column: Mulliken charge in e.
Positions of all 19 atoms, in Å:
C1 -0.938 -1.804 -0.316  -1.47
C2 -0.298 -0.686 0.423  0.26
N1 1.289 -1.053 0.243  -0.23
C3 2.050 0.050 0.009  0.31
O1 3.251 0.084 0.006  -0.55
C4 1.033 1.234 -0.081  -0.65
N2 -0.253 0.587 -0.309  0.03
C5 -1.391 1.466 0.231  -0.86
H1 -0.837 -1.542 -1.291  0.43
H2 -1.963 -1.836 -0.245  0.43
H3 -0.459 -2.804 0.020  0.38
H4 -0.358 -0.752 1.559  0.38
H5 1.482 -2.057 0.122  0.22
H6 1.263 1.780 0.913  0.32
H7 1.417 1.836 -0.814  0.43
H8 -0.238 0.545 -1.345  0.48
H9 -0.993 2.414 0.039  0.40
H10 -2.361 1.218 -0.361  0.34
H11 -1.697 1.321 1.197  0.35

Output
- frontier orbital gap (eV) = 10.62
- spin multiplicity = 1
- charge = +1
- E_HOMO (eV) = -14.1

Computed, not measured: an isolated ion of composition C5H11N2O and charge +1 at a distorted geometry, with ωB97M-V/def2-TZVPD.

Last column: Mulliken charge in e.
Positions of all 19 atoms, in Å:
C1 1.550 0.170 -1.397  -0.76
N1 1.938 0.163 0.086  -0.29
C2 0.811 -0.421 1.195  -0.15
C3 -0.592 0.700 1.107  -0.51
C4 -1.393 0.049 0.283  0.45
C5 -2.715 0.517 -0.398  -1.15
O1 -1.036 -1.245 -0.001  -0.28
N2 0.290 -1.504 0.498  -0.34
H1 1.076 1.136 -1.592  0.35
H2 2.396 -0.003 -2.029  0.39
H3 0.560 -0.460 -1.456  0.27
H4 2.448 0.944 0.391  0.31
H5 2.506 -0.642 0.179  0.37
H6 1.394 -0.532 2.072  0.54
H7 -0.674 1.538 1.700  0.53
H8 -2.309 1.200 -1.144  0.27
H9 -3.352 1.080 0.270  0.35
H10 -3.213 -0.277 -0.848  0.36
H11 0.311 -2.410 1.084  0.30

Output
- frontier orbital gap (eV) = 10.26
- spin multiplicity = 1
- charge = +1
- E_HOMO (eV) = -13.3

Computed, not measured: an isolated ion of composition C5H11N2O and charge +2 at a distorted geometry, with ωB97M-V/def2-TZVPD.

Last column: Mulliken charge in e.
Positions of all 19 atoms, in Å:
O1 0.179 -3.103 0.148  -0.42
C1 0.537 -1.954 0.056  0.00
C2 -0.177 -0.883 0.734  0.03
C3 -0.848 0.129 -0.253  -0.74
C4 0.169 0.874 -1.038  -0.44
C5 0.689 2.032 -0.520  0.16
N1 1.592 2.709 -1.241  -0.23
N2 -1.341 -1.606 1.542  -0.38
H1 1.424 -1.679 -0.657  0.37
H2 0.514 -0.405 1.425  0.37
H3 -1.551 0.837 0.338  0.44
H4 -1.492 -0.416 -0.965  0.43
H5 0.377 0.578 -2.144  0.34
H6 0.647 2.317 0.573  0.34
H7 1.753 2.632 -2.201  0.26
H8 2.311 3.353 -0.751  0.33
H9 -0.946 -2.484 1.834  0.38
H10 -2.056 -1.970 0.873  0.38
H11 -1.783 -0.961 2.247  0.37

Output
- frontier orbital gap (alpha / beta) (eV) = 10.71 / 7.44
- spin multiplicity = 2
- charge = +2
- expectation value of S² = 0.769
- E_HOMO (alpha / beta) (eV) = -18.4 / -18.6

Computed, not measured: one molecule with the formula C5H11N2O2P at a distorted geometry, with ωB97M-V/def2-TZVPD.

Last column: Mulliken charge in e.
Positions of all 21 atoms, in Å:
C1 1.313 1.262 1.908  -0.60
O1 1.646 0.230 0.949  -0.37
P1 0.470 -0.342 0.035  0.73
O2 1.114 -1.721 -1.226  -0.69
N1 -0.900 -0.649 0.966  -0.26
C2 -0.891 -2.024 1.379  -0.46
C3 -1.740 -1.602 0.268  -0.21
N2 -0.051 0.985 -0.785  -0.14
C4 0.758 1.466 -1.879  -0.57
C5 -0.601 0.981 -2.108  -0.38
H1 2.300 1.607 2.057  0.26
H2 0.821 0.814 2.835  0.21
H3 0.616 1.939 1.332  0.35
H4 -1.140 -2.083 2.417  0.29
H5 0.085 -2.635 1.138  0.24
H6 -1.496 -1.784 -0.803  0.20
H7 -2.756 -1.531 0.474  0.28
H8 1.553 0.788 -2.070  0.27
H9 1.062 2.470 -1.984  0.27
H10 -1.374 1.641 -2.174  0.28
H11 -0.789 0.186 -2.729  0.29

Output
- frontier orbital gap (eV) = 9.82
- spin multiplicity = 1
- E_HOMO (eV) = -8.9

Computed, not measured: a 3-piece molecular cluster, C5H11N2O2S overall at a distorted geometry, with ωB97M-V/def2-TZVPD.

Last column: Mulliken charge in e.
Positions of all 21 atoms, in Å:
C1 0.128 1.565 -0.597  -1.33
C2 1.051 -1.157 -0.775  -1.32
C3 -0.231 -1.828 1.371  -0.89
C4 -0.466 0.477 0.371  -0.28
C5 0.160 -0.814 0.383  0.98
N1 -3.768 -1.449 2.267  -0.22
N2 -3.208 -0.991 1.438  0.16
O1 5.222 1.516 1.086  -0.32
O2 3.339 1.125 -0.416  -0.43
S1 4.502 2.005 -0.051  0.69
H1 -0.156 1.278 -1.607  0.41
H2 1.137 1.786 -0.626  0.31
H3 -0.481 2.490 -0.351  0.35
H4 1.281 -2.217 -0.892  0.40
H5 0.695 -0.751 -1.643  0.41
H6 1.932 -0.591 -0.523  0.37
H7 0.220 -2.939 1.081  0.34
H8 -1.300 -1.827 1.388  0.15
H9 0.099 -1.562 2.431  0.37
H10 -1.560 0.449 0.374  0.45
H11 -0.424 0.926 1.406  0.40

Output
- frontier orbital gap (eV) = 9.59
- spin multiplicity = 1
- charge = +1
- E_HOMO (eV) = -15.3

Computed, not measured: a 2-piece molecular cluster, C5H11N2OS overall at a distorted geometry, with ωB97M-V/def2-TZVPD.

Last column: Mulliken charge in e.
Positions of all 20 atoms, in Å:
C1 0.626 -2.221 -1.580  0.58
C2 -0.229 1.096 0.461  0.23
C3 -1.149 0.839 -0.705  -0.86
C4 1.001 -0.548 1.607  -0.98
C5 -0.265 0.230 1.758  -0.35
N1 0.963 -3.070 -0.840  -0.32
N2 -0.522 1.266 -2.002  -0.06
O1 0.288 -1.336 -2.236  -0.58
S1 -1.532 2.408 0.358  -0.12
H1 0.886 1.466 0.230  0.27
H2 1.274 -1.031 2.588  0.36
H3 1.655 0.119 1.179  0.37
H4 0.890 -1.347 0.811  0.01
H5 -0.264 0.777 2.747  0.35
H6 -1.122 -0.390 1.797  0.41
H7 -2.484 1.823 1.256  0.26
H8 1.338 -3.924 -0.569  0.23
H9 0.187 1.913 -1.913  0.31
H10 -1.254 1.604 -2.545  0.41
H11 -0.287 0.326 -2.400  0.50

Output
- frontier orbital gap (eV) = 9.77
- spin multiplicity = 1
- charge = +1
- E_HOMO (eV) = -12.9

What did we get for relative energy (zero: lowest compared OMol25 entry of this formula, charge and spin)? Answer: 331.9; 491.4; 57.8; 331.5; 119.0; 364.2 kJ/mol, in the order shown.
What did we get for electronic energy? Answer: -10382.1659; -10380.5124; -10371.5191; -21723.0630; -23265.3592; -21216.0423 eV, in the order shown.